# 1
20
Properties=species:S:1:pos:R:3 method="wB97M-V/def2-TZVPD" orbital_gap_ev="6.7920 / 7.4211" lumo_ev="0.70 / 0.73" relative_energy_kj_mol=497.8 total_charge=0 homo_ev="-6.1 / -6.7" max_force_ha_per_bohr=0.0363 mol_weight_da=116.160 e_tot_ha=-386.13055
C 1.46 0.55 0.07
C 1.26 -0.02 1.43
C 2.58 1.51 -0.16
C -2.86 -0.67 -0.09
C -1.50 -0.86 -0.65
C -0.72 0.19 -1.13
O 1.03 -0.13 -0.96
O -0.96 -2.11 -0.60
H -1.50 -2.67 -0.03
H -0.77 1.16 -0.56
H -0.64 0.30 -2.20
H 0.26 -0.46 1.55
H 3.53 0.96 -0.22
H 2.66 2.22 0.67
H 2.45 2.04 -1.10
H 1.42 0.73 2.20
H 1.96 -0.85 1.60
H -3.61 -1.26 -0.64
H -2.91 -1.00 0.96
H -3.16 0.37 -0.13

***

# 2
20
Properties=species:S:1:pos:R:3 method="wB97M-V/def2-TZVPD" orbital_gap_ev=9.7966 lumo_ev=0.83 relative_energy_kj_mol=267.2 total_charge=0 homo_ev=-9.0 max_force_ha_per_bohr=0.0447 mol_weight_da=116.160 e_tot_ha=-386.21840
C 2.23 1.37 0.59
C 1.51 0.09 1.13
C 1.21 -0.76 0.14
C 1.91 -0.91 -1.25
O 0.31 -1.85 0.36
H 2.28 2.30 1.24
H 3.25 1.28 0.20
H 1.73 1.73 -0.33
H 1.15 0.06 2.18
H 2.84 -1.43 -1.13
H 2.15 0.04 -1.76
H 1.25 -1.46 -1.93
H 0.77 -2.71 0.48
C -3.69 0.44 0.46
C -2.58 0.29 -0.56
O -1.95 1.19 -1.07
H -4.53 -0.03 -0.04
H -3.99 1.45 0.85
H -3.41 -0.29 1.20
H -2.43 -0.83 -0.77

***

# 3
20
Properties=species:S:1:pos:R:3 method="wB97M-V/def2-TZVPD" orbital_gap_ev=9.9461 lumo_ev=0.65 smiles="CCC(=O)[C@H](O)CC" relative_energy_kj_mol=239.1 total_charge=0 homo_ev=-9.3 max_force_ha_per_bohr=0.0681 mol_weight_da=116.160 e_tot_ha=-386.22908
C 0.49 2.13 -0.49
C -0.65 1.16 -0.68
C -1.14 0.25 0.61
O -2.34 0.06 0.74
C -0.12 -0.46 1.39
O 0.92 0.27 2.00
C 0.70 -1.18 -0.03
C -0.07 -2.08 -0.98
H 0.96 2.09 0.50
H 1.28 1.96 -1.22
H 0.14 3.16 -0.60
H -0.53 0.56 -1.58
H -1.58 1.72 -0.83
H -0.56 -1.16 2.10
H 0.54 0.75 2.76
H 1.38 -1.80 0.56
H 1.37 -0.50 -0.54
H -0.42 -1.54 -1.86
H -0.94 -2.52 -0.49
H 0.58 -2.88 -1.34

***

# 4
20
Properties=species:S:1:pos:R:3 method="wB97M-V/def2-TZVPD" orbital_gap_ev=11.4289 lumo_ev=0.82 smiles="CC[C@@H](C)CC(=O)O" relative_energy_kj_mol=117.0 total_charge=0 homo_ev=-10.6 max_force_ha_per_bohr=0.0679 mol_weight_da=116.160 e_tot_ha=-386.27560
C -1.14 -1.37 2.47
C -0.60 -1.73 1.03
C 0.22 -0.63 0.35
C 1.50 -1.25 -0.21
C -0.60 0.07 -0.78
C -0.04 1.48 -0.84
O 0.16 2.37 -0.08
O 0.38 1.57 -2.17
H -0.65 -0.46 2.77
H -2.25 -1.39 2.42
H -1.08 -2.19 3.17
H -1.50 -1.98 0.47
H -0.05 -2.68 1.00
H 0.59 0.19 0.98
H 2.38 -1.38 0.43
H 1.30 -2.15 -0.79
H 1.95 -0.64 -1.08
H -0.58 -0.49 -1.72
H -1.62 0.10 -0.37
H 1.04 2.28 -2.27

***

# 5
21
Properties=species:S:1:pos:R:3 method="wB97M-V/def2-TZVPD" orbital_gap_ev="7.7860 / 7.3220" lumo_ev="0.47 / -0.08" relative_energy_kj_mol=603.9 total_charge=0 homo_ev="-7.3 / -7.4" max_force_ha_per_bohr=0.0582 mol_weight_da=132.159 e_tot_ha=-461.33592
C 1.20 1.23 0.97
C 0.93 0.21 -0.11
C 1.53 -1.07 0.06
O 1.18 0.71 -1.38
O 2.43 -1.28 1.03
H 1.04 1.36 -2.07
H 2.20 -2.05 1.57
H 1.60 -1.76 -0.78
H 2.20 1.67 0.86
H 1.11 0.82 1.97
H 0.46 2.02 0.86
C -1.57 -0.14 -1.55
C -1.08 -0.17 -0.11
C -1.82 0.56 0.80
O -0.90 -1.65 0.21
H -1.30 -1.81 1.08
H -0.82 -0.57 -2.21
H -2.48 -0.73 -1.66
H -1.79 0.87 -1.87
H -1.66 0.47 1.86
H -2.49 1.34 0.48

***

# 6
21
Properties=species:S:1:pos:R:3 method="wB97M-V/def2-TZVPD" orbital_gap_ev=10.8732 lumo_ev=0.60 smiles="OCC1CCC1.O=CO" relative_energy_kj_mol=192.7 total_charge=0 homo_ev=-10.3 max_force_ha_per_bohr=0.0302 mol_weight_da=132.159 e_tot_ha=-461.49253
O 1.61 0.00 0.27
C 0.50 0.46 -0.47
C -0.85 0.28 0.20
C -1.19 1.16 1.43
C -2.63 1.30 0.87
C -2.10 0.85 -0.51
H 1.48 0.00 1.25
H 0.64 1.52 -0.75
H 0.51 -0.10 -1.42
H -0.99 -0.78 0.44
H -1.06 0.73 2.43
H -0.65 2.12 1.39
H -3.30 0.54 1.31
H -3.11 2.28 0.94
H -1.84 1.72 -1.14
H -2.71 0.15 -1.10
O 4.63 -2.30 -0.55
C 3.55 -2.28 -1.07
O 2.43 -2.71 -0.40
H 3.38 -2.09 -2.14
H 1.70 -2.85 -1.01